Record 1
The following is a quantum chemistry calculation of a 3-piece molecular cluster, C21H28F17N4O5 overall, from the Open Molecules 2025 dataset.

Structure (ORCA input):
```
! wB97M-V def2-TZVPD RIJCOSX def2/J DEFGRID3
* xyz 1 1
F -5.759 -3.573 1.724
F 1.575 1.202 -5.473
F -2.279 -5.206 1.777
F 1.461 -1.344 -6.406
F -4.094 -3.894 3.585
F 4.166 2.341 3.344
F 2.814 -2.885 -7.117
F 3.456 0.596 -7.135
F 4.343 0.607 -4.778
F 2.744 -0.672 -8.733
F 3.706 0.543 -2.722
F -2.717 -5.299 4.482
F -3.105 -7.098 2.451
F -3.009 -2.604 1.638
F 2.568 2.655 -4.209
F -4.550 -1.144 1.180
F -5.889 -3.083 -0.366
O 2.869 -0.957 -4.111
O -4.449 -4.642 0.237
O 1.941 -0.453 0.366
O -0.280 4.763 3.227
O -0.884 6.165 4.939
N -0.551 1.400 -1.414
N -0.745 3.457 -0.197
N 0.843 1.737 0.531
N 1.084 0.503 -0.035
C 4.145 2.534 1.908
C 1.252 -1.648 0.843
C 1.528 2.195 1.758
C -1.236 4.268 2.220
C -3.975 -2.292 0.746
C 2.126 1.375 -4.257
C 0.302 0.268 -1.204
C -2.031 4.021 5.107
C -0.160 2.264 -0.324
C 3.433 -0.679 -7.565
C -1.008 5.051 4.416
C 0.438 -1.322 2.184
C 3.272 0.390 -3.997
C 2.773 3.206 1.471
C -3.407 -5.781 2.267
C -4.505 -5.725 1.180
C -5.018 -3.408 0.615
C -0.474 4.508 0.805
C 3.436 -1.741 -5.177
C -3.773 -5.201 3.634
C 2.774 -1.635 -6.570
H 2.584 4.099 2.173
H -2.431 4.524 6.055
H 4.338 1.537 1.384
H -0.111 -0.326 2.168
H -0.921 5.488 0.403
H 2.081 -2.381 1.150
H 0.643 -2.190 0.049
H 0.638 4.740 0.959
H 4.522 -1.630 -5.226
H -3.493 -2.096 -0.213
H -1.339 3.147 2.390
H 1.191 -1.268 3.046
H -2.907 3.854 4.401
H -0.319 -2.124 2.470
H -4.609 -5.746 4.081
H 0.829 2.606 2.568
H 2.016 1.270 2.240
H 5.022 3.235 1.684
H -1.481 3.670 -0.892
H -1.519 3.036 5.397
H 4.459 -0.988 -7.787
H -2.208 4.850 2.300
H 1.335 1.255 -3.513
H 0.368 -0.673 -1.842
H 3.279 -2.773 -4.851
H 2.748 3.580 0.399
H -5.507 -5.843 1.599
H -4.357 -6.614 0.562
*
```

Its orbital gap is 9.4 eV. The LUMO energy comes out at -3.36 eV. The maximum force comes out at 0.109 Eh/bohr.

The computed Mulliken charges, all in e, follow: F -0.271; F -0.233; F -0.256; F -0.265; F -0.200; F -0.305; F -0.321; F -0.214; F -0.285; F -0.269; F -0.276; F -0.274; F -0.324; F -0.238; F -0.272; F -0.268; F -0.288; O -0.372; O -0.397; O -0.367; O -0.334; O -0.531; N -0.679; N -0.042; N 0.432; N 0.507; C -0.454; C -0.215; C -0.399; C -0.327; C 0.287; C 0.567; C -0.264; C -0.810; C 0.139; C 0.099; C 0.610; C -0.656; C 0.789; C -0.618; C 0.865; C -0.709; C 0.717; C -0.714; C -0.732; C 0.097; C 0.862; H 0.306; H 0.295; H 0.242; H 0.023; H 0.444; H 0.328; H 0.246; H 0.103; H 0.326; H 0.212; H 0.297; H 0.309; H 0.287; H 0.294; H 0.284; H 0.112; H 0.478; H 0.340; H 0.315; H 0.275; H 0.290; H 0.480; H -0.107; H 0.432; H 0.400; H 0.437; H 0.344; H 0.417

Record 2
The following is a quantum chemistry calculation of one molecule with the formula C10H18O7S, from the Open Molecules 2025 dataset.

Structure (ORCA input):
```
! wB97M-V def2-TZVPD RIJCOSX def2/J DEFGRID3
* xyz 0 1
S 0.863 -2.359 -1.723
O -3.203 1.377 -1.386
O -0.098 -1.062 -1.220
O 2.310 -2.093 -1.994
O 0.364 -3.021 -2.975
O 0.833 -3.284 -0.300
O 3.972 1.861 1.059
O -3.501 0.591 0.816
C 3.612 0.558 0.522
C -2.655 -0.596 0.606
C 1.310 -0.609 0.950
C -1.146 -0.097 0.735
C -3.925 1.124 -0.416
C -0.269 -2.699 0.498
C -5.490 1.460 -0.564
C 4.183 2.799 -0.021
C -0.045 -1.142 0.249
C 2.067 0.486 0.067
H -5.766 2.260 0.208
H 1.525 1.485 0.213
H 3.861 2.413 -1.037
H 4.286 0.373 -0.384
H 2.051 -1.462 1.146
H 3.537 3.719 0.216
H 2.058 0.269 -1.050
H -2.886 -1.268 1.506
H 1.088 -0.170 1.984
H -2.899 -1.138 -0.357
H 5.266 3.140 -0.004
H 3.837 -0.284 1.253
H -5.711 1.893 -1.591
H -0.107 -3.126 1.533
H -1.029 0.835 0.081
H -1.002 0.243 1.816
H -6.103 0.525 -0.341
H -1.189 -2.999 -0.096
*
```

Its orbital gap is 10.1 eV. The value obtained for the relative energy (zero: lowest compared OMol25 entry of this formula, charge and spin) is 3.551 eV. The LUMO energy comes out at 0.38 eV. The maximum force comes out at 0.120 Eh/bohr. The structure (SMILES) is COCCC[C@]1(CCOC(C)=O)COS(=O)(=O)O1.

The computed Mulliken charges, all in e, follow: S 1.097; O -0.502; O -0.362; O -0.559; O -0.603; O -0.358; O -0.411; O -0.348; C -0.645; C -0.596; C -1.292; C -0.990; C 0.662; C -0.564; C -0.900; C -0.633; C 1.447; C -0.190; H 0.273; H 0.249; H 0.309; H 0.335; H 0.508; H 0.227; H 0.361; H 0.276; H 0.295; H 0.424; H 0.251; H 0.337; H 0.284; H 0.302; H 0.357; H 0.292; H 0.263; H 0.404

Record 3
The following is a quantum chemistry calculation of one molecule with the formula C2H4N4O2, from the Open Molecules 2025 dataset.

Structure (ORCA input):
```
! wB97M-V def2-TZVPD RIJCOSX def2/J DEFGRID3
* xyz 0 1
O -1.051 0.272 0.564
O -1.269 -0.230 -1.560
N 0.635 1.248 1.916
N 1.267 -0.132 0.373
N -0.934 -0.749 -0.304
N 1.103 -1.011 -1.924
C 0.663 -0.799 -0.699
C 0.368 0.545 0.894
H -2.310 -0.423 -1.820
H 1.483 0.788 2.666
H 0.227 -1.172 -2.376
H -0.184 1.662 2.269
*
```

Its orbital gap is 9.6 eV. The value obtained for the relative energy (zero: lowest compared OMol25 entry of this formula, charge and spin) is 4.957 eV. The LUMO energy comes out at 0.19 eV. The maximum force comes out at 0.134 Eh/bohr. The structure (SMILES) is [H]/N=c1/nc(N)on1O.

The computed Mulliken charges, all in e, follow: O -0.229; O -0.525; N -0.431; N -0.453; N 0.048; N -0.626; C 0.489; C 0.411; H 0.353; H 0.360; H 0.345; H 0.258

Listing molar mass for the structures above in their given order: 739.4 282.3 116.1 g mol⁻¹.
Listing highest occupied orbital energy for the structures above in their given order: -12.804 -9.680 -9.403 eV.